# 1
The following is a DFT calculation (ωB97M-V/def2-TZVPD) of a 2-piece molecular cluster, C5H16N2O overall in a non-equilibrium geometry.

Bonds (Å) are listed after each position.
CARTESIAN COORDINATES (ANGSTROEM)
1 C 1.913 -0.934 -0.162  N2 1.519, C7 1.559, H8 1.067, H9 1.135
2 N 1.838 0.559 0.105  C1 1.519, C3 1.545, H10 1.037
3 C 1.086 1.397 -0.953  N2 1.545, C4 1.512, H11 1.074, H12 1.123
4 C -0.352 1.692 -0.594  C3 1.512, C5 1.540, H13 1.101, H14 1.082
5 C -1.331 0.850 -1.434  C4 1.540, N6 1.529, H15 1.125, H16 1.080
6 N -2.558 1.620 -1.922  C5 1.529, H17 1.003, H18 1.008
7 C 0.885 -1.897 0.506  C1 1.559, H19 1.102, H20 1.164, H21 1.195
8 H 2.801 -1.156 0.387  C1 1.067
9 H 2.000 -1.111 -1.280  C1 1.135
10 H 1.528 0.966 1.007  N2 1.037
11 H 1.598 2.335 -1.056  C3 1.074
12 H 1.218 0.840 -1.918  C3 1.123
13 H -0.508 1.476 0.475  C4 1.101
14 H -0.578 2.749 -0.652  C4 1.082
15 H -0.898 0.476 -2.403  C5 1.125
16 H -1.681 0.010 -0.852  C5 1.080
17 H -3.227 1.576 -1.175  N6 1.003
18 H -2.449 2.576 -2.222  N6 1.008
19 H -0.196 -1.698 0.426  C7 1.102
20 H 1.182 -2.845 -0.101  C7 1.164
21 H 1.063 -1.798 1.684  C7 1.195
22 H -1.345 -2.722 4.783  O24 0.967
23 H -0.841 -2.789 3.336  O24 0.966
24 O -1.147 -2.172 4.013  H22 0.967, H23 0.966

Output
2S+1: 1
HOMO energy in eV: -8.223
Structure (SMILES): CCNCCCN.O
LUMO in eV: 0.81
Energy relative to the best compared isomer or geometry (same formula, charge and spin) in kcal/mol: 52.9

Formally, the Mulliken partial charges of the atoms, in units of the elementary charge, are as follows: -0.626 -0.389 -0.721 -0.386 -0.545 -0.650 -0.687 0.394 0.354 0.233 0.345 0.316 0.274 0.366 0.310 0.286 0.227 0.233 0.259 0.254 0.152 0.320 0.320 -0.637


# 2
The following is a DFT calculation (ωB97M-V/def2-TZVPD) of a 2-piece molecular cluster, C5H16N2O overall in a non-equilibrium geometry.

Bonds (Å) are listed after each position.
CARTESIAN COORDINATES (ANGSTROEM)
1 C -1.017 1.946 1.673  C2 1.532, N7 1.478, H8 1.098, H9 1.074
2 C -0.463 0.524 1.805  C1 1.532, C3 1.521, H10 1.101, H11 1.091
3 C -0.988 -0.586 0.909  C2 1.521, C4 1.609, H12 1.101, H13 1.086
4 C -0.123 -0.772 -0.435  C3 1.609, N5 1.455, H14 1.101, H15 1.085
5 N -1.075 -0.755 -1.535  C4 1.455, C6 1.495, H16 1.005
6 C -0.605 -1.709 -2.586  N5 1.495, H17 1.101, H18 1.093, H19 1.087
7 N -0.011 3.025 1.593  C1 1.478, H20 1.011, H21 1.002
8 H -1.770 2.001 0.875  C1 1.098
9 H -1.562 2.121 2.582  C1 1.074
10 H 0.567 0.694 1.454  C2 1.101
11 H -0.400 0.093 2.805  C2 1.091
12 H -0.878 -1.512 1.495  C3 1.101
13 H -2.051 -0.686 0.711  C3 1.086
14 H 0.620 0.039 -0.490  C4 1.101
15 H 0.377 -1.726 -0.305  C4 1.085
16 H -2.055 -0.841 -1.329  N5 1.005
17 H -0.498 -2.712 -2.145  C6 1.101
18 H -1.155 -1.573 -3.520  C6 1.093
19 H 0.414 -1.366 -2.749  C6 1.087
20 H 0.910 2.655 1.400  N7 1.011
21 H -0.298 3.693 0.904  N7 1.002
22 H 3.577 -0.594 -0.530  O24 0.958
23 H 2.643 -1.530 -1.308  O24 0.959
24 O 3.562 -1.385 -1.071  H22 0.958, H23 0.959

Output
2S+1: 1
HOMO energy in eV: -8.854
Structure (SMILES): CNCCCCN.O
LUMO in eV: 0.78
Energy relative to the best compared isomer or geometry (same formula, charge and spin) in kcal/mol: 43.9

Formally, the Mulliken partial charges of the atoms, in units of the elementary charge, are as follows: -0.483 -0.475 -0.980 -0.237 -0.408 -0.920 -0.570 0.300 0.262 0.068 0.402 0.315 0.539 0.216 0.307 0.257 0.314 0.339 0.275 0.230 0.230 0.315 0.362 -0.660


# 3
The following is a DFT calculation (ωB97M-V/def2-TZVPD) of a 2-piece molecular cluster, C5H16N2O overall in a non-equilibrium geometry.

Bonds (Å) are listed after each position.
CARTESIAN COORDINATES (ANGSTROEM)
1 C -0.781 -1.258 -1.466  C2 1.551, H8 1.058, H9 1.189, H10 1.089
2 C -0.305 -1.038 -0.007  C1 1.551, C3 1.578, N7 1.733, H11 1.051
3 C 1.177 -0.657 0.381  C2 1.578, C4 1.645, H12 1.216, H13 1.136
4 C 1.566 0.770 -0.341  C3 1.645, N6 1.419, H14 1.081, H15 1.112
5 C 1.195 2.920 0.775  N6 1.282, H16 1.104, H17 1.110
6 N 0.845 1.933 0.035  C4 1.419, C5 1.282, H18 1.136
7 N -0.657 -2.496 0.861  C2 1.733, H19 1.002, H20 0.980, H21 1.016
8 H -0.781 -0.371 -2.043  C1 1.058
9 H -1.880 -1.712 -1.500  C1 1.189
10 H -0.032 -1.875 -1.959  C1 1.089
11 H -0.914 -0.404 0.569  C2 1.051
12 H 1.373 -0.488 1.568  C3 1.216
13 H 1.917 -1.421 -0.020  C3 1.136
14 H 2.622 0.989 -0.264  C4 1.081
15 H 1.332 0.576 -1.411  C4 1.112
16 H 0.449 3.689 1.039  C5 1.104
17 H 2.241 2.923 1.148  C5 1.110
18 H -0.286 1.832 0.033  N6 1.136
19 H -0.371 -3.340 0.406  N7 1.002
20 H -0.212 -2.540 1.733  N7 0.980
21 H -1.616 -2.793 1.015  N7 1.016
22 H -2.491 1.622 0.577  O24 0.960
23 H -2.468 1.677 -0.952  O24 0.970
24 O -1.922 1.463 -0.179  H22 0.960, H23 0.970

Output
2S+1: 1
HOMO energy in eV: -19.671
LUMO in eV: -7.79
Energy relative to the best compared isomer or geometry (same formula, charge and spin) in kcal/mol: 41.2
Net charge: +2

Formally, the Mulliken partial charges of the atoms, in units of the elementary charge, are as follows: -1.414 0.303 -0.519 -0.915 0.023 0.195 -0.423 0.398 0.367 0.441 0.288 0.326 0.392 0.475 0.335 0.266 0.301 0.125 0.352 0.340 0.352 0.310 0.285 -0.604


# 4
The following is a DFT calculation (ωB97M-V/def2-TZVPD) of a 2-piece molecular cluster, C5H16N3 overall in a non-equilibrium geometry.

Bonds (Å) are listed after each position.
CARTESIAN COORDINATES (ANGSTROEM)
1 C 2.106 -2.377 0.990  N3 1.451, H11 1.080, H12 1.088, H13 1.090
2 C 1.977 -0.059 0.166  N3 1.329, N4 1.331, N5 1.329
3 N 2.446 -0.966 1.016  C1 1.451, C2 1.329, H6 1.008
4 N 2.213 1.225 0.427  C2 1.331, H7 1.006, H8 1.009
5 N 1.284 -0.372 -0.923  C2 1.329, H9 1.007, H10 1.012
6 H 3.224 -0.722 1.608  N3 1.008
7 H 2.584 1.530 1.311  N4 1.006
8 H 2.000 1.980 -0.208  N4 1.009
9 H 0.874 -1.278 -1.081  N5 1.007
10 H 0.680 0.348 -1.298  N5 1.012
11 H 1.894 -2.755 1.979  C1 1.080
12 H 2.887 -2.960 0.507  C1 1.088
13 H 1.189 -2.546 0.424  C1 1.090
14 C -2.439 0.219 -0.367  C15 1.518, C16 1.520, H17 1.099, H18 1.088
15 C -1.758 0.741 -1.620  C14 1.518, H19 1.086, H20 1.087, H22 1.096
16 C -2.735 1.304 0.656  C14 1.520, H21 1.085, H23 1.086, H24 1.089
17 H -1.768 -0.500 0.122  C14 1.099
18 H -3.337 -0.349 -0.598  C14 1.088
19 H -0.826 1.206 -1.315  C15 1.086
20 H -1.708 0.067 -2.471  C15 1.087
21 H -3.178 0.847 1.534  C16 1.085
22 H -2.295 1.569 -2.099  C15 1.096
23 H -3.489 2.008 0.318  C16 1.086
24 H -1.825 1.842 0.922  C16 1.089

Output
2S+1: 1
HOMO energy in eV: -14.509
LUMO in eV: -2.94
Energy relative to the best compared isomer or geometry (same formula, charge and spin) in kcal/mol: 10.1
Net charge: +1

Formally, the Mulliken partial charges of the atoms, in units of the elementary charge, are as follows: -0.895 0.876 -0.199 -0.416 -0.381 0.247 0.207 0.217 0.289 0.045 0.320 0.339 0.295 0.094 -1.188 -1.168 0.111 0.323 0.178 0.345 0.338 0.401 0.326 0.297


What did the second record say?
The following is a DFT calculation (ωB97M-V/def2-TZVPD) of a 2-piece molecular cluster, C5H16N2O overall in a non-equilibrium geometry.

Bonds (Å) are listed after each position.
CARTESIAN COORDINATES (ANGSTROEM)
1 C -1.017 1.946 1.673  C2 1.532, N7 1.478, H8 1.098, H9 1.074
2 C -0.463 0.524 1.805  C1 1.532, C3 1.521, H10 1.101, H11 1.091
3 C -0.988 -0.586 0.909  C2 1.521, C4 1.609, H12 1.101, H13 1.086
4 C -0.123 -0.772 -0.435  C3 1.609, N5 1.455, H14 1.101, H15 1.085
5 N -1.075 -0.755 -1.535  C4 1.455, C6 1.495, H16 1.005
6 C -0.605 -1.709 -2.586  N5 1.495, H17 1.101, H18 1.093, H19 1.087
7 N -0.011 3.025 1.593  C1 1.478, H20 1.011, H21 1.002
8 H -1.770 2.001 0.875  C1 1.098
9 H -1.562 2.121 2.582  C1 1.074
10 H 0.567 0.694 1.454  C2 1.101
11 H -0.400 0.093 2.805  C2 1.091
12 H -0.878 -1.512 1.495  C3 1.101
13 H -2.051 -0.686 0.711  C3 1.086
14 H 0.620 0.039 -0.490  C4 1.101
15 H 0.377 -1.726 -0.305  C4 1.085
16 H -2.055 -0.841 -1.329  N5 1.005
17 H -0.498 -2.712 -2.145  C6 1.101
18 H -1.155 -1.573 -3.520  C6 1.093
19 H 0.414 -1.366 -2.749  C6 1.087
20 H 0.910 2.655 1.400  N7 1.011
21 H -0.298 3.693 0.904  N7 1.002
22 H 3.577 -0.594 -0.530  O24 0.958
23 H 2.643 -1.530 -1.308  O24 0.959
24 O 3.562 -1.385 -1.071  H22 0.958, H23 0.959

Output
2S+1: 1
HOMO energy in eV: -8.854
Structure (SMILES): CNCCCCN.O
LUMO in eV: 0.78
Energy relative to the best compared isomer or geometry (same formula, charge and spin) in kcal/mol: 43.9

Formally, the Mulliken partial charges of the atoms, in units of the elementary charge, are as follows: -0.483 -0.475 -0.980 -0.237 -0.408 -0.920 -0.570 0.300 0.262 0.068 0.402 0.315 0.539 0.216 0.307 0.257 0.314 0.339 0.275 0.230 0.230 0.315 0.362 -0.660